# 1
{
  "formula": "C43H29BrF12N4O7PdS",
  "method": "ωB97M-V/def2-TZVPD",
  "gap_ev": [4.4, 4.5],
  "lumo_energy_ev": [3.74, 0.40],
  "charge": -2,
  "homo_energy_ha": [-0.0259, -0.1501],
  "de_lowest_kcal_mol": 37.1,
  "spin_multiplicity": 5,
  "energy_ha": -6700.2275,
  "elements": ["Pd", "C", "C", "C", "C", "C", "N", "C", "C", "C", "C", "C", "C", "C", "C", "O", "C", "F", "F", "F", "C", "F", "F", "F", "C", "C", "C", "O", "C", "F", "F", "F", "C", "F", "F", "F", "H", "H", "H", "H", "H", "H", "H", "H", "H", "H", "H", "H", "O", "S", "O", "O", "C", "N", "C", "C", "C", "N", "C", "C", "C", "N", "C", "C", "H", "H", "H", "H", "H", "H", "Br", "C", "C", "C", "C", "C", "C", "C", "O", "O", "H", "H", "H", "H", "C", "C", "C", "C", "C", "C", "C", "H", "H", "H", "H", "H", "H", "H"],
  "positions_angstrom": [[0.648, -1.170, 0.369], [-2.070, -0.487, -5.874], [-1.723, -0.922, -4.477], [-2.705, -1.291, -3.568], [-2.364, -1.676, -2.293], [-1.031, -1.697, -1.857], [-0.765, -2.064, -0.542], [-1.486, -3.057, 0.095], [-2.052, -4.104, -0.659], [-2.697, -5.159, -0.056], [-2.807, -5.219, 1.330], [-3.404, -6.422, 2.007], [-2.284, -4.170, 2.079], [-1.635, -3.088, 1.509], [-0.996, -2.021, 2.425], [-0.640, -0.850, 1.840], [0.264, -2.732, 3.104], [0.853, -3.581, 2.252], [-0.040, -3.485, 4.199], [1.157, -1.838, 3.502], [-1.957, -1.553, 3.576], [-3.083, -1.061, 3.049], [-1.379, -0.586, 4.291], [-2.357, -2.484, 4.473], [-0.022, -1.301, -2.766], [-0.398, -0.942, -4.054], [1.481, -1.327, -2.392], [1.783, -1.792, -1.157], [2.078, 0.112, -2.539], [1.484, 0.939, -1.674], [3.389, 0.118, -2.276], [1.932, 0.678, -3.763], [2.222, -2.296, -3.363], [1.559, -3.462, -3.454], [3.454, -2.574, -2.951], [2.346, -1.831, -4.630], [-3.133, -0.623, -6.071], [-1.505, -1.055, -6.616], [-1.831, 0.569, -6.019], [-3.750, -1.262, -3.855], [-3.142, -1.931, -1.587], [-1.923, -4.085, -1.732], [-3.113, -5.953, -0.667], [-4.198, -6.861, 1.401], [-3.809, -6.163, 2.985], [-2.637, -7.186, 2.157], [-2.381, -4.224, 3.154], [0.366, -0.662, -4.763], [-9.977, 2.811, 2.254], [-9.435, 2.083, 1.110], [-9.041, 0.743, 1.537], [-10.452, 1.966, 0.066], [-8.023, 2.993, 0.435], [-8.368, 4.226, 0.078], [-7.304, 4.898, -0.466], [-6.072, 4.346, -0.619], [-5.834, 3.001, -0.195], [-6.915, 2.330, 0.365], [-4.593, 2.318, -0.321], [-4.405, 1.003, 0.176], [-3.182, 0.386, 0.045], [-2.111, 0.917, -0.568], [-2.294, 2.148, -1.056], [-3.459, 2.878, -0.956], [-7.511, 5.917, -0.773], [-5.272, 4.933, -1.052], [-5.230, 0.503, 0.665], [-3.040, -0.607, 0.460], [-1.441, 2.578, -1.579], [-3.496, 3.871, -1.386], [6.401, 3.259, 0.479], [6.066, 1.477, 1.070], [7.117, 0.747, 1.599], [6.877, -0.554, 2.024], [5.607, -1.102, 1.918], [4.564, -0.349, 1.400], [4.789, 0.956, 0.972], [3.178, -0.960, 1.291], [3.093, -2.179, 1.345], [2.211, -0.120, 1.150], [8.103, 1.186, 1.677], [7.690, -1.133, 2.446], [5.394, -2.119, 2.218], [3.962, 1.526, 0.571], [0.280, 2.326, 1.281], [0.368, 3.644, 1.729], [0.541, 4.731, 0.830], [0.677, 6.024, 1.287], [0.634, 6.305, 2.654], [0.437, 5.259, 3.558], [0.304, 3.962, 3.113], [0.343, 2.080, 0.231], [0.153, 1.495, 1.963], [0.565, 4.522, -0.233], [0.820, 6.830, 0.577], [0.750, 7.321, 3.009], [0.386, 5.468, 4.620], [0.147, 3.152, 3.816]],
  "lowdin_charge": [1.16, -0.05, -0.25, -0.02, -0.03, -0.20, 0.03, -0.18, 0.00, -0.04, -0.25, -0.05, 0.02, -0.04, -0.35, -0.23, -0.54, 0.14, 0.12, 0.17, -0.55, 0.16, 0.17, 0.11, -0.03, 0.02, -0.36, -0.19, -0.54, 0.14, 0.16, 0.12, -0.55, 0.15, 0.17, 0.12, 0.07, 0.08, 0.08, 0.11, 0.12, 0.12, 0.11, 0.07, 0.08, 0.08, 0.12, 0.12, -0.21, 0.51, -0.19, -0.21, -0.48, 0.04, -0.18, -0.04, -0.24, 0.13, -0.19, -0.02, -0.17, 0.05, -0.18, -0.04, 0.09, 0.08, 0.10, 0.08, 0.09, 0.08, 0.68, -0.68, -0.16, -0.09, -0.02, -0.11, -0.06, -0.62, 0.02, -0.14, 0.09, 0.09, 0.11, 0.11, 0.10, -0.29, -0.05, -0.11, -0.12, -0.11, -0.04, 0.04, 0.06, 0.10, 0.09, 0.08, 0.09, 0.11]
}

# 2
{
  "formula": "C43H30Cl2CoF4N8O2SSi",
  "method": "ωB97M-V/def2-TZVPD",
  "gap_ev": [5.8, 4.2],
  "lumo_energy_ev": [-3.57, -5.72],
  "charge": 1,
  "homo_energy_ha": [-0.3448, -0.3660],
  "de_lowest_kcal_mol": 0.0,
  "spin_multiplicity": 5,
  "energy_ha": -5635.2142,
  "elements": ["Co", "C", "Si", "C", "C", "N", "C", "C", "C", "C", "C", "C", "O", "C", "C", "C", "C", "C", "C", "H", "H", "H", "H", "H", "H", "H", "H", "H", "H", "H", "H", "H", "H", "H", "H", "H", "H", "Cl", "C", "C", "C", "Cl", "C", "C", "C", "C", "N", "C", "C", "O", "H", "H", "H", "H", "N", "C", "S", "N", "C", "C", "C", "C", "C", "C", "H", "H", "H", "H", "H", "H", "H", "H", "F", "C", "C", "F", "C", "C", "C", "F", "C", "C", "C", "N", "C", "N", "F", "C", "C", "N", "C", "N"],
  "positions_angstrom": [[-0.353, 1.021, 0.268], [-3.165, 4.439, -0.282], [-3.077, 2.614, -0.547], [-3.527, 1.744, 1.024], [-4.085, 1.991, -1.971], [-1.329, 2.197, -0.881], [-0.693, 2.597, -1.985], [-1.288, 3.409, -3.004], [-0.587, 3.780, -4.115], [0.741, 3.360, -4.284], [1.367, 2.563, -3.332], [0.666, 2.190, -2.211], [1.189, 1.391, -1.231], [2.541, 1.027, -1.299], [2.861, -0.206, -1.819], [4.201, -0.574, -1.860], [5.180, 0.286, -1.377], [4.825, 1.530, -0.860], [3.488, 1.912, -0.825], [-4.213, 4.732, -0.146], [-2.759, 5.023, -1.112], [-2.617, 4.715, 0.625], [-4.154, 2.390, 1.648], [-2.638, 1.482, 1.601], [-4.085, 0.828, 0.805], [-4.700, 1.140, -1.663], [-3.461, 1.658, -2.805], [-4.761, 2.767, -2.346], [-2.317, 3.723, -2.897], [-1.062, 4.393, -4.870], [1.288, 3.648, -5.172], [2.385, 2.231, -3.476], [2.078, -0.855, -2.194], [4.476, -1.535, -2.279], [6.222, -0.004, -1.417], [5.587, 2.209, -0.498], [3.184, 2.895, -0.477], [3.449, -1.274, 1.845], [1.947, -1.734, 2.494], [1.874, -2.782, 3.383], [0.650, -3.154, 3.917], [0.613, -4.482, 4.978], [-0.569, -2.440, 3.620], [-1.815, -2.763, 4.179], [-2.900, -1.986, 3.871], [-2.720, -0.882, 3.028], [-1.558, -0.568, 2.480], [-0.509, -1.348, 2.749], [0.767, -1.000, 2.084], [0.868, -0.116, 1.234], [2.772, -3.319, 3.656], [-1.905, -3.612, 4.843], [-3.880, -2.209, 4.270], [-3.556, -0.233, 2.791], [2.489, 1.955, 2.472], [1.218, 2.179, 2.788], [0.126, 2.886, 1.652], [0.745, 1.805, 3.978], [1.362, 1.036, 5.011], [0.550, 0.119, 5.670], [1.078, -0.686, 6.665], [2.422, -0.585, 7.009], [3.218, 0.356, 6.376], [2.694, 1.180, 5.384], [2.741, 2.097, 1.506], [3.067, 1.330, 3.013], [-0.257, 1.904, 4.035], [-0.499, 0.038, 5.399], [0.436, -1.393, 7.177], [2.836, -1.220, 7.782], [4.255, 0.475, 6.666], [3.309, 1.974, 4.982], [-3.652, -3.896, -3.734], [-2.449, -3.408, -4.037], [-1.719, -4.052, -4.999], [-2.261, -5.117, -5.576], [-0.408, -3.665, -5.353], [0.056, -2.521, -4.674], [-0.688, -1.877, -3.730], [-0.160, -0.757, -3.191], [-1.960, -2.303, -3.328], [-2.670, -1.668, -2.239], [-1.944, -1.007, -1.259], [-1.334, -0.459, -0.440], [-4.085, -1.696, -2.051], [-5.226, -1.646, -1.879], [1.252, -2.006, -4.966], [0.392, -4.382, -6.290], [1.780, -4.100, -6.485], [2.909, -3.920, -6.644], [-0.102, -5.462, -7.083], [-0.455, -6.320, -7.768]],
  "lowdin_charge": [0.33, -0.16, 0.45, -0.18, -0.15, -0.05, -0.24, -0.01, -0.05, -0.02, 0.02, -0.16, -0.06, -0.28, 0.01, -0.05, -0.07, -0.06, -0.03, 0.05, 0.03, 0.04, 0.05, -0.02, 0.04, 0.02, 0.04, 0.05, 0.09, 0.12, 0.12, 0.13, 0.12, 0.12, 0.11, 0.11, 0.13, 0.83, -0.55, -0.11, -0.57, 0.82, -0.17, 0.00, 0.00, -0.08, 0.14, -0.15, -0.31, -0.06, 0.12, 0.10, 0.12, 0.10, 0.16, -0.77, 0.77, 0.09, -0.22, -0.03, -0.06, -0.07, -0.06, -0.03, 0.07, 0.07, 0.13, 0.12, 0.11, 0.11, 0.12, 0.12, 0.13, -0.15, -0.14, 0.14, -0.04, -0.15, -0.14, 0.09, -0.04, -0.17, -0.11, 0.16, -0.23, 0.15, 0.11, -0.11, -0.18, 0.19, -0.18, 0.20]
}